1.
{
  "formula": "C3H3ClO",
  "method": "ωB97M-V/def2-TZVPD",
  "e_above_lowest_kj_mol": 544.9,
  "charge": 0,
  "lumo_energy_ev": -0.7994,
  "gap_ha": 0.337,
  "smiles": "CC#COCl",
  "fmax_ev_per_a": 6.7,
  "total_energy_ha": -651.30093,
  "e_homo_ev": -9.98,
  "symbols": ["C", "C", "C", "O", "Cl", "H", "H", "H"],
  "coordinates": [[-1.2222, -0.7665, 0.5727], [-0.0185, -0.1554, 0.0862], [1.0638, 0.2912, -0.1874], [2.4624, 1.0806, -0.9415], [2.1100, 2.4810, -1.6004], [-1.4639, -1.5865, -0.0767], [-0.8176, -1.1899, 1.4512], [-2.1139, -0.1545, 0.6960]],
  "forces_ev_per_angstrom": [[0.0, -0.3, -0.6], [1.0, 1.4, -0.9], [3.6, 2.6, -2.5], [-3.3, -4.8, 3.4], [-0.8, 2.0, -0.9], [-0.3, -0.5, -0.4], [-0.6, -0.7, 1.6], [0.4, 0.2, 0.2]]
}

2.
{
  "formula": "C66H153N9O12",
  "method": "ωB97M-V/def2-TZVPD",
  "charge": 0,
  "lumo_energy_ev": 0.5224,
  "gap_ha": 0.318,
  "smiles": "CC1(C)CCCC(C)(C)N1O.CC1(C)CCCC(C)(C)N1O.CC1(C)CCCC(C)(C)N1O.CC1(C)CCCC(C)(C)N1O.CC1(C)CCCC(C)(C)N1O.CC1(C)CCCC(C)(C)N1O.COC[C@H](C)N.COC[C@H](C)N.COC[C@H](C)N.O.O.O",
  "fmax_ev_per_a": 3.9,
  "total_energy_ha": -4001.81398,
  "e_homo_ev": -8.12,
  "symbols": ["C", "C", "C", "C", "C", "C", "C", "C", "C", "N", "O", "H", "H", "H", "H", "H", "H", "H", "H", "H", "H", "H", "H", "H", "H", "H", "H", "H", "H", "H", "C", "C", "C", "C", "C", "C", "C", "C", "C", "N", "O", "H", "H", "H", "H", "H", "H", "H", "H", "H", "H", "H", "H", "H", "H", "H", "H", "H", "H", "H", "C", "C", "C", "C", "C", "C", "C", "C", "C", "N", "O", "H", "H", "H", "H", "H", "H", "H", "H", "H", "H", "H", "H", "H", "H", "H", "H", "H", "H", "H", "C", "C", "C", "C", "C", "C", "C", "C", "C", "N", "O", "H", "H", "H", "H", "H", "H", "H", "H", "H", "H", "H", "H", "H", "H", "H", "H", "H", "H", "H", "C", "C", "C", "C", "C", "C", "C", "C", "C", "N", "O", "H", "H", "H", "H", "H", "H", "H", "H", "H", "H", "H", "H", "H", "H", "H", "H", "H", "H", "H", "C", "C", "C", "C", "C", "C", "C", "C", "C", "N", "O", "H", "H", "H", "H", "H", "H", "H", "H", "H", "H", "H", "H", "H", "H", "H", "H", "H", "H", "H", "C", "O", "C", "C", "C", "N", "H", "H", "H", "H", "H", "H", "H", "H", "H", "H", "H", "C", "O", "C", "C", "C", "N", "H", "H", "H", "H", "H", "H", "H", "H", "H", "H", "H", "C", "O", "C", "C", "C", "N", "H", "H", "H", "H", "H", "H", "H", "H", "H", "H", "H", "O", "H", "H", "O", "H", "H", "O", "H", "H"],
  "coordinates": [[-27.4301, 9.3548, 15.8645], [-27.3687, 7.9153, 16.4764], [-28.8703, 7.5256, 16.8271], [-26.7399, 6.9795, 15.4246], [-26.3298, 5.6922, 16.0755], [-25.3741, 5.8843, 17.2492], [-26.0791, 6.7168, 18.4180], [-27.0842, 5.8394, 19.2947], [-24.9773, 7.1647, 19.3924], [-26.5918, 7.9533, 17.7384], [-27.0892, 8.9200, 18.5880], [-26.3482, 9.6591, 15.6347], [-28.0364, 9.3873, 14.9462], [-27.9374, 10.0408, 16.5225], [-29.5627, 7.8830, 16.0937], [-29.0560, 6.4785, 16.9639], [-29.1720, 8.0095, 17.7381], [-27.5091, 6.8662, 14.6448], [-25.8816, 7.5026, 15.0343], [-27.2181, 5.2975, 16.5878], [-25.9045, 5.0066, 15.3978], [-24.5193, 6.4894, 16.8634], [-25.0272, 4.9069, 17.5721], [-26.5025, 5.1898, 19.8965], [-27.8389, 5.2777, 18.7128], [-27.6259, 6.5549, 19.9881], [-24.4781, 6.2895, 19.9196], [-25.4039, 7.8668, 20.1395], [-24.1939, 7.6907, 18.8625], [-27.9601, 8.6200, 18.9482], [-17.1801, 12.6278, 18.5823], [-15.9922, 12.9910, 17.7092], [-14.7248, 13.1782, 18.6217], [-15.7648, 11.8759, 16.6254], [-14.7567, 12.3184, 15.6081], [-15.2395, 13.5727, 14.8819], [-15.5155, 14.6236, 15.9330], [-14.1003, 15.1474, 16.4052], [-16.1004, 15.7860, 15.0934], [-16.4078, 14.1454, 16.9232], [-16.5405, 15.2123, 17.8203], [-16.9529, 11.6968, 19.1001], [-17.3893, 13.2770, 19.4428], [-18.0621, 12.4281, 18.0468], [-14.7894, 14.0905, 19.2422], [-14.6269, 12.2575, 19.2232], [-13.7341, 13.2966, 18.0760], [-15.4291, 11.0163, 17.1490], [-16.7744, 11.6938, 16.1617], [-13.7686, 12.5417, 16.0834], [-14.5237, 11.5895, 14.8445], [-16.1734, 13.4118, 14.4338], [-14.4388, 14.0146, 14.2316], [-13.5001, 14.2340, 16.4698], [-14.1085, 15.6699, 17.3706], [-13.6413, 15.8278, 15.6685], [-17.1129, 15.4747, 14.7241], [-15.4717, 15.9356, 14.2186], [-16.1844, 16.7211, 15.7272], [-17.4936, 15.4093, 17.8793], [-26.2880, 9.7509, 10.2022], [-25.5260, 10.3099, 11.4414], [-26.5450, 10.9451, 12.4073], [-24.8314, 9.0482, 12.0979], [-23.7617, 9.3729, 13.1176], [-22.6903, 10.1531, 12.3035], [-23.2946, 11.5060, 11.7792], [-23.6055, 12.3725, 13.0494], [-22.1656, 12.2426, 10.9561], [-24.4787, 11.2290, 10.9566], [-24.9553, 12.4317, 10.3862], [-27.0433, 10.4423, 9.8274], [-25.6231, 9.5424, 9.4331], [-26.7549, 8.8241, 10.4499], [-25.9599, 11.2700, 13.2806], [-27.0203, 11.8130, 11.8832], [-27.4011, 10.2733, 12.6832], [-25.6024, 8.2895, 12.4440], [-24.3036, 8.5599, 11.3105], [-24.1406, 10.0527, 13.8961], [-23.4229, 8.4162, 13.5618], [-22.3774, 9.5964, 11.4091], [-21.8617, 10.5769, 12.8846], [-24.1469, 11.8804, 13.8673], [-24.2730, 13.2077, 12.7877], [-22.6558, 12.8249, 13.3281], [-22.5727, 13.1681, 10.5131], [-21.9126, 11.6110, 10.1238], [-21.3310, 12.4964, 11.5632], [-25.5225, 12.7623, 11.0849], [-23.5312, 11.6002, 20.6182], [-23.3974, 13.0559, 20.9905], [-24.6474, 13.7751, 20.4905], [-23.3328, 13.0858, 22.5532], [-22.8647, 14.4827, 23.0559], [-21.4384, 14.7762, 22.4376], [-21.4488, 14.7181, 20.8796], [-22.1322, 15.9634, 20.2777], [-19.9753, 14.6952, 20.4722], [-22.0132, 13.4451, 20.5330], [-21.9070, 13.3032, 19.1190], [-23.6754, 11.4041, 19.5390], [-22.6486, 10.9896, 20.8684], [-24.3685, 11.0502, 21.0767], [-24.5204, 14.0256, 19.4062], [-25.5074, 13.1352, 20.5483], [-24.8527, 14.6732, 21.0670], [-24.3634, 12.8535, 22.9434], [-22.6693, 12.2384, 22.9380], [-23.5523, 15.2615, 22.7413], [-22.8831, 14.4099, 24.1128], [-20.6932, 14.0142, 22.6945], [-21.1368, 15.7275, 22.8533], [-21.5729, 16.9035, 20.5275], [-23.1264, 16.1558, 20.6507], [-22.3274, 15.8971, 19.1728], [-19.3136, 15.1360, 21.2259], [-19.8807, 15.2527, 19.5307], [-19.5318, 13.7112, 20.2703], [-22.6944, 13.7726, 18.7576], [-20.6599, 5.6618, 10.9826], [-21.2151, 5.2452, 12.4008], [-22.6821, 5.5913, 12.4368], [-21.0178, 3.7008, 12.4430], [-21.2493, 3.2109, 13.8892], [-20.2735, 3.9122, 14.8444], [-20.4641, 5.4321, 14.8561], [-21.7503, 5.7889, 15.6208], [-19.3509, 6.0451, 15.6649], [-20.2847, 5.8084, 13.4389], [-20.3866, 7.2374, 13.2982], [-19.5350, 5.7166, 10.9665], [-21.1110, 4.9670, 10.2820], [-20.9840, 6.6469, 10.6251], [-23.1749, 5.2591, 11.5453], [-23.2524, 5.2260, 13.2382], [-22.8590, 6.7032, 12.4406], [-21.7019, 3.1978, 11.7441], [-20.0247, 3.4358, 12.0240], [-22.2946, 3.4283, 14.0491], [-21.1089, 2.1569, 13.9008], [-19.3023, 3.7846, 14.4864], [-20.4191, 3.5422, 15.8711], [-22.1978, 6.7500, 15.2678], [-21.6010, 6.0927, 16.6781], [-22.4911, 4.9769, 15.4884], [-19.3900, 7.1420, 15.4881], [-18.4407, 5.6803, 15.2730], [-19.3715, 5.6834, 16.6578], [-19.7002, 7.3963, 12.6653], [-15.3364, 9.1032, 12.3288], [-16.6530, 9.8155, 12.6486], [-17.1091, 9.5526, 14.0870], [-16.5747, 11.3840, 12.4508], [-16.4370, 11.7275, 11.0134], [-17.8144, 11.3799, 10.4508], [-18.1098, 9.9220, 10.4981], [-19.5983, 9.8038, 10.2603], [-17.3557, 9.1457, 9.4785], [-17.8984, 9.3827, 11.8604], [-18.0322, 7.9674, 11.8018], [-15.4623, 8.0632, 12.5388], [-15.0365, 9.1301, 11.2883], [-14.5081, 9.4466, 13.0026], [-17.7410, 8.6347, 14.1455], [-16.2406, 9.2574, 14.7326], [-17.5528, 10.4506, 14.5351], [-17.5599, 11.7166, 12.8251], [-15.7829, 11.8148, 13.0382], [-16.2384, 12.7807, 10.9052], [-15.6688, 11.0471, 10.5517], [-18.0100, 11.8156, 9.4584], [-18.5450, 11.8703, 11.1013], [-20.0159, 8.7546, 10.3401], [-19.8698, 10.1187, 9.2488], [-20.1305, 10.4344, 10.9590], [-17.0136, 9.8198, 8.6961], [-17.8977, 8.3093, 9.0199], [-16.4210, 8.7015, 9.8851], [-17.4913, 7.5879, 11.1054], [-18.1894, 9.2731, 18.1579], [-19.4543, 9.9305, 18.1930], [-19.9897, 10.2662, 16.9373], [-21.4592, 10.5469, 17.0818], [-22.3457, 9.3101, 17.3403], [-22.0244, 11.1078, 15.8366], [-18.2682, 8.4672, 17.4616], [-17.9731, 8.8523, 19.1354], [-17.3371, 9.8980, 17.8229], [-19.4638, 11.2358, 16.6013], [-19.8797, 9.4334, 16.2065], [-21.6878, 11.2557, 17.8746], [-23.3565, 9.7012, 17.6572], [-21.9486, 8.7331, 18.2090], [-22.4562, 8.6545, 16.5047], [-21.7580, 12.0661, 15.5464], [-21.9553, 10.4644, 15.0207], [-21.1834, 3.5090, 18.9341], [-21.1552, 4.9362, 19.0839], [-20.1380, 5.2559, 20.0103], [-20.1582, 6.7523, 20.1835], [-19.1425, 7.2482, 21.2673], [-21.5009, 7.2428, 20.5918], [-21.7264, 3.2712, 18.0693], [-21.4902, 3.0145, 19.8470], [-20.1572, 3.2350, 18.6214], [-20.3575, 4.8189, 21.0025], [-19.1137, 4.9115, 19.6679], [-19.9278, 7.2738, 19.2069], [-18.1323, 6.8423, 21.2852], [-19.5688, 7.2516, 22.2697], [-19.0616, 8.3436, 21.1096], [-21.5118, 7.1453, 21.6035], [-22.1698, 6.6655, 20.1500], [-19.1766, 14.3484, 12.3903], [-19.7530, 13.3394, 13.1884], [-19.3733, 13.5970, 14.4756], [-20.0651, 14.7428, 15.0908], [-19.8998, 14.8524, 16.6315], [-21.5090, 14.6006, 14.7721], [-19.3802, 14.1764, 11.3212], [-18.1290, 14.4753, 12.6325], [-19.5630, 15.3824, 12.5599], [-19.5536, 12.7118, 15.0801], [-18.3475, 13.8350, 14.6802], [-19.6781, 15.6904, 14.7298], [-20.7090, 14.2893, 17.0525], [-19.9398, 15.8916, 17.0282], [-18.9777, 14.4674, 17.0428], [-21.9572, 15.5046, 15.0034], [-21.6017, 14.5865, 13.7393], [-19.8381, 11.2647, 20.6797], [-20.5609, 11.8626, 20.9113], [-20.0376, 10.8751, 19.8231], [-23.7596, 14.3841, 17.0463], [-24.2854, 13.5684, 16.7978], [-23.1718, 14.4257, 16.2656], [-24.7262, 11.9731, 16.2142], [-25.3311, 11.4770, 16.7863], [-23.8216, 11.4801, 16.0997]],
  "forces_ev_per_angstrom": [[1.5, -0.6, -0.2], [-1.9, 0.5, 0.3], [1.2, 0.2, -0.4], [-0.7, 0.6, 1.0], [-0.9, 0.2, 1.7], [-0.4, 1.7, -0.1], [0.6, -0.8, -0.4], [-0.9, 2.3, -1.2], [0.1, -0.3, 0.8], [1.0, -0.9, -1.0], [-0.8, 0.1, 1.1], [-1.6, -0.1, 0.3], [0.4, -0.4, 0.1], [0.2, 0.3, 0.5], [-0.3, 0.2, -0.7], [0.2, -0.7, 0.0], [-0.1, 0.3, 0.5], [0.4, -0.2, 0.1], [0.4, 0.1, -0.4], [-0.1, -0.6, -0.7], [0.2, -1.0, -0.9], [-0.2, -0.4, 0.6], [0.1, 0.0, 0.4], [0.5, -0.7, 0.5], [0.4, 0.3, 0.3], [0.5, -0.9, -0.7], [-0.8, 0.9, -0.6], [0.3, -0.5, -0.3], [0.1, 0.2, -0.2], [0.7, 0.1, -0.3], [1.2, -0.7, 1.7], [0.6, -0.5, -0.4], [0.8, 0.0, -0.8], [-1.2, 1.2, 0.5], [1.1, 0.5, -0.8], [1.9, 0.0, 1.7], [2.2, 2.4, -2.1], [-0.3, -0.5, 0.2], [-1.5, 0.4, 1.3], [-0.3, 0.3, 0.4], [-0.9, 1.2, 0.9], [0.1, -0.3, 0.0], [0.1, 0.4, -0.6], [-1.2, 0.0, -0.9], [-0.3, -0.7, -0.1], [-0.1, 0.6, 0.1], [-1.4, -0.4, 0.5], [0.2, -1.1, 0.4], [0.9, 0.0, 0.3], [-0.8, -0.4, -0.3], [-0.1, -0.7, 0.0], [-1.1, -0.5, -1.3], [-1.0, -0.7, 0.1], [0.4, 0.8, 0.2], [-0.1, -0.2, -0.3], [-0.4, -0.3, 0.1], [0.6, 0.5, 0.3], [0.1, 0.2, 0.1], [0.0, -0.9, -1.0], [0.5, -0.2, -0.1], [-0.6, 1.2, 1.4], [-0.6, -1.4, -0.4], [0.0, 0.4, -0.3], [-1.2, 0.4, 0.2], [0.4, 0.4, -0.3], [-0.9, 1.1, 0.0], [0.1, 0.1, 1.2], [-0.4, 0.5, -1.1], [-2.6, -0.1, -0.4], [1.4, -0.7, -0.4], [-0.5, -0.7, 0.2], [0.0, 0.1, 0.1], [1.4, -0.2, -1.5], [-0.6, -0.6, 0.4], [-0.9, 0.1, 0.0], [0.3, -0.4, 0.6], [1.0, 0.4, -0.2], [0.6, 1.2, -0.2], [0.3, -0.6, -0.9], [0.1, -0.7, 0.0], [0.2, 0.7, 0.0], [0.3, -0.1, 0.5], [0.3, -0.9, 0.0], [0.7, 0.1, -0.2], [0.2, 0.0, -0.1], [-0.2, -0.2, 0.6], [0.1, -0.3, 0.3], [0.4, -0.3, -0.3], [0.7, -0.1, 0.6], [-0.4, 0.8, 0.1], [0.1, -2.1, -1.0], [0.7, -1.2, 1.5], [1.0, 1.0, -1.2], [-0.4, 0.0, 0.1], [1.1, -1.6, -1.8], [-1.6, -0.7, 0.3], [0.4, 1.3, 1.5], [-0.1, 0.7, -0.7], [0.8, 0.3, -1.0], [-1.2, -0.7, -0.4], [-0.8, 0.1, 0.0], [0.1, 0.5, 0.2], [0.0, 0.5, 0.1], [0.0, 0.7, 0.2], [-0.3, 0.1, 0.8], [-0.3, -0.5, 0.2], [0.0, 0.2, -0.2], [0.8, 0.2, -0.4], [-0.6, 1.3, -0.6], [-0.2, 0.1, 0.0], [0.4, 0.4, 1.2], [-0.3, 0.0, 0.5], [0.5, 0.4, -0.4], [-0.2, -0.9, -0.4], [-0.4, -0.2, 0.5], [0.7, 0.0, 0.8], [-0.3, 0.3, -0.1], [0.3, 0.0, 0.2], [-0.6, 0.0, 0.2], [0.6, -0.2, -0.4], [0.3, 0.7, 0.8], [1.6, -0.9, -1.1], [0.0, 2.5, -0.4], [0.2, 0.1, 0.2], [0.8, 0.8, -1.3], [-2.4, 0.3, 0.5], [-0.4, -0.4, 0.5], [-1.3, 1.2, -0.6], [0.1, 1.1, -1.6], [-1.2, 0.5, -0.6], [-0.8, -0.5, 1.0], [-1.1, -0.6, 0.0], [0.5, -0.3, -0.3], [-0.2, 0.0, 0.5], [-0.1, -0.4, -0.7], [-0.5, -0.7, 1.4], [0.5, -0.9, 0.0], [-0.2, 0.3, 0.2], [-0.2, 0.3, 0.6], [-0.3, -0.1, 0.7], [0.0, -1.0, 0.3], [1.8, -0.7, -0.3], [0.3, 0.0, -0.2], [0.2, -0.7, -0.4], [0.2, -1.0, -0.4], [0.1, 0.6, 0.5], [0.1, -0.6, 0.8], [1.4, -0.2, -0.7], [-0.4, 0.2, 1.3], [1.0, 0.6, -0.6], [0.2, 0.3, 0.5], [-1.1, 0.8, -0.1], [1.2, -1.3, 1.0], [-0.5, -1.8, 0.8], [-0.5, -1.1, -0.8], [0.3, 1.6, -0.1], [-1.2, -0.9, 0.6], [-1.3, -1.3, -0.5], [1.7, -0.9, -1.0], [1.1, 0.5, 0.0], [-0.4, 0.3, 1.0], [-0.1, -0.9, 0.3], [0.2, 0.5, -0.1], [-0.7, 0.0, -0.7], [0.0, 1.0, -0.1], [-0.4, 0.5, -0.4], [-0.3, -0.5, -0.2], [0.5, 0.3, 0.0], [0.3, -0.2, 0.5], [0.4, 0.3, -0.4], [-0.3, 1.1, 0.2], [0.2, -0.5, 0.0], [0.0, 0.1, 0.0], [0.7, 1.0, 0.1], [0.1, 0.2, 0.0], [-0.1, 0.0, 0.2], [-0.1, -0.1, -0.3], [-0.1, 0.3, 0.1], [-0.4, 0.3, -0.2], [0.5, 0.1, -0.3], [-0.1, 0.5, -0.2], [0.4, -0.4, 0.5], [0.8, 1.0, -0.2], [-1.6, -0.3, -1.0], [0.0, 0.8, 2.3], [-0.3, 0.4, -1.0], [0.1, -0.9, -0.6], [-0.1, 0.2, 0.2], [-0.6, 0.1, 0.2], [-0.6, -1.4, -0.1], [0.3, 0.5, 0.2], [0.4, 0.2, 0.1], [0.9, -0.6, -0.4], [-0.3, 0.3, -0.5], [0.0, -0.4, -0.8], [0.1, -0.8, 0.4], [0.1, 0.7, 0.9], [1.9, 1.3, -0.2], [0.2, -1.1, 0.2], [0.6, 0.5, 0.1], [0.5, 1.4, 0.1], [-0.7, 1.5, -0.8], [1.9, 0.5, 0.4], [-1.5, -0.3, -0.8], [-0.1, -0.2, 0.1], [-0.2, -0.4, 0.6], [0.1, -0.2, -0.3], [-1.0, 0.2, 0.2], [0.0, -0.7, 0.8], [-0.2, -0.3, -0.2], [-0.1, -0.7, 0.1], [0.2, -0.4, -0.1], [-0.7, -0.1, -0.2], [-1.0, -0.6, -0.2], [-0.6, 1.3, -1.1], [0.5, 0.4, -1.5], [0.2, -0.9, 2.6], [-1.4, 1.4, 1.4], [-0.1, 0.5, -0.3], [-0.3, 1.4, -0.5], [0.3, -0.4, 0.5], [0.6, -0.4, -0.3], [-0.3, -0.7, 0.2], [-0.3, -0.3, 0.0], [1.2, -0.3, -0.7], [0.2, 0.2, -0.6], [-0.4, -0.3, 0.6], [-0.3, -0.5, -0.6], [0.4, -0.5, -0.4], [0.2, -0.6, 0.1], [0.1, -0.3, 0.8], [0.4, -0.1, 0.5], [-0.2, 0.1, -0.3], [-0.1, 0.0, -0.2], [-0.1, -0.7, -0.8], [0.4, 0.6, 0.4], [0.0, 0.1, 0.5], [0.9, -0.7, -0.2], [0.5, -0.1, -0.2], [-1.3, 0.6, 0.4]]
}